No. 1
26
Properties=species:S:1:pos:R:3:forces:R:3 method="wB97M-V/def2-TZVPD" mol_weight_g_mol=320.1 total_charge=+3 orbital_gap_ha="0.19073 / 0.19049" largest_force_ev_per_a=19.2 spin_multiplicity=1 lumo_energy_ev="-15.988 / -15.984"
Nb -0.54295 0.74950 -0.75706 2.9832 1.7063 -2.6204
O 0.41737 -2.98710 4.16501 -2.5871 1.8683 -1.9950
C -0.11375 -2.37193 2.99920 5.8471 3.1589 3.9940
C 0.02833 -0.80082 3.06421 -5.6930 -4.2458 6.7290
C -0.45452 -0.10214 2.01000 1.6614 3.1371 11.3652
N -0.44263 -0.50972 0.89442 -1.1296 -2.4649 -8.9969
C -0.19390 -1.76590 0.87632 -1.5417 -4.6941 -9.3794
C 0.08133 -2.80384 1.62597 1.9438 -2.3190 5.3134
C -0.41532 -1.91524 -0.79594 1.4729 -16.4810 -0.4718
O -0.30867 -3.15115 -1.63100 -1.7753 7.6535 5.6170
O 0.18914 -0.96908 -1.17860 2.4501 8.4145 -5.2702
C -0.81178 1.17268 2.03990 -7.1533 16.2691 7.3666
O -1.51575 2.23086 3.00389 5.3779 -8.1934 -6.8822
O -0.76340 1.92880 0.56452 0.1604 -2.9203 2.2430
H 0.39371 -2.49222 5.13572 -0.1913 -1.1814 -3.4854
H -0.50365 -0.69787 4.26569 2.4604 1.3678 -3.4567
H 0.88026 -3.63908 1.65405 -2.0992 0.3343 -1.6145
C -0.72265 1.89986 -3.30865 2.4853 -1.0178 -3.5782
C 0.90918 1.95332 -3.20939 -2.8092 12.6532 4.6561
O 1.46508 1.84704 -1.79394 -0.6786 -0.0770 0.8494
H -1.17093 2.43990 -4.75235 1.1678 -1.4194 4.2941
H -0.69944 2.65381 -2.57319 -2.6027 1.4847 1.3816
H -1.16027 0.77314 -3.35340 0.6733 2.3052 0.4795
H 1.68502 3.03542 -3.65076 -3.3929 -2.8991 1.0447
H 1.29921 1.30292 -3.63020 6.3609 -11.1732 -7.2360
H 2.47099 2.21886 -1.66444 -3.3906 -1.2663 -0.3468



No. 2
23
Properties=species:S:1:pos:R:3:forces:R:3 method="wB97M-V/def2-TZVPD" mol_weight_g_mol=227.3 relative_energy_kcal_mol=60.7 orbital_gap_ha="0.31046 / 0.31052" largest_force_ev_per_a=4.8 spin_multiplicity=1 lumo_energy_ev="-1.224 / -1.223"
C -0.32540 -2.91902 -1.21286 -0.4667 2.0944 0.0972
C -1.31860 -2.22808 -1.88301 0.6876 2.2183 1.0682
C 0.59503 -2.21774 -0.42152 -0.7138 -0.5830 -1.5468
C -1.31488 -0.79391 -1.76500 0.1930 -0.5763 -0.3174
C 0.60758 -0.85885 -0.30592 -2.5131 1.0379 -1.0606
C -0.34906 -0.10469 -1.01770 -0.0792 -1.4466 0.3434
C 0.52429 2.34737 1.57788 1.5044 -1.6590 -0.7671
C -0.02930 1.22085 2.42820 -0.9006 -1.5807 -1.4523
C 1.52154 -0.24629 0.61872 -3.3356 3.2548 1.1831
N 0.98701 1.97239 0.22849 -0.0276 -3.0186 0.3858
O -1.48033 2.25213 -0.54483 0.1348 -0.4452 0.5304
O 0.31987 2.13133 -2.20452 -0.3023 -0.9499 1.3691
S 1.19642 -0.17530 2.32281 0.3049 0.4886 0.4154
S -0.20713 1.67691 -0.92119 0.7423 1.4640 -1.4233
H -0.36684 -3.95173 -1.32374 0.5605 -1.7437 0.1606
H -2.06920 -2.77570 -2.42422 -0.1890 0.2189 -0.2731
H 1.43264 -2.69737 -0.05446 1.3302 -1.3839 1.1968
H -2.04460 -0.21263 -2.30429 -0.1992 0.0839 -0.0724
H -0.32982 2.92448 1.31530 -0.4708 1.6870 0.6852
H 1.43607 2.66749 2.11963 -0.8504 0.9861 -0.5026
H -0.25822 1.46496 3.45396 0.5596 0.0722 0.4666
H -0.99229 0.88242 2.02169 0.2535 -0.0648 -0.1157
H 2.46523 -0.35902 0.29659 3.7774 -0.1546 -0.3703



No. 3
24
Properties=species:S:1:pos:R:3:forces:R:3 method="wB97M-V/def2-TZVPD" mol_weight_g_mol=211.2 total_charge=-2 relative_energy_kcal_mol=75.9 orbital_gap_ha=0.23940 largest_force_ev_per_a=4.6 spin_multiplicity=1 lumo_energy_ev=5.944
C 4.21300 0.10743 -0.10112 -0.1011 0.4427 0.4802
C 4.11817 -0.79385 -1.11594 0.4402 -3.1781 -2.8842
C 2.99930 -0.03270 0.56565 0.6868 2.5994 2.9646
C 2.90545 -1.48759 -1.00815 1.1235 1.2924 1.0858
C -3.80988 0.90963 -0.54851 2.0194 -1.7230 0.5834
C -2.91647 -1.50913 -0.06491 0.4787 0.6744 -0.1236
C -1.37697 1.58827 1.16696 -0.5406 -2.2731 0.2215
C -1.27938 0.53178 0.07830 -1.2466 -4.1894 1.5757
C -2.65864 -0.12598 -0.06587 -0.1204 3.4963 -1.4923
N 2.24320 -0.99495 0.05002 0.0778 1.2813 -0.3365
O -4.84450 0.86598 0.09168 -1.6675 0.2320 0.6228
O -3.01760 -0.91442 1.10345 -0.8170 -1.4003 1.9216
O -3.40620 1.59716 -1.48162 -0.1018 1.0263 -1.1626
O -3.04255 -2.58495 -0.53770 -0.3209 -1.4633 -0.3153
O 0.97803 -1.10683 0.34831 -0.2599 -1.3913 0.4075
H 5.05365 0.75421 0.06698 -0.0487 0.2584 0.3756
H 4.82341 -1.21397 -1.86680 -0.0714 0.9639 0.6499
H 2.63374 0.61307 1.40255 0.1253 -0.9352 -0.8998
H 2.40038 -2.14546 -1.59528 -0.9812 -1.8559 -1.7236
H -2.10229 2.24166 0.77529 -0.6773 1.5869 -0.2168
H -0.39753 1.98329 1.23677 0.8076 0.8602 0.7231
H -1.81770 1.16355 2.10834 0.8572 0.3521 -0.6191
H -0.62565 -0.40161 0.22986 -0.3705 2.3445 0.1294
H -1.07298 0.95540 -0.83825 0.7084 0.9989 -1.9673



No. 4
24
Properties=species:S:1:pos:R:3:forces:R:3 method="wB97M-V/def2-TZVPD" mol_weight_g_mol=211.2 relative_energy_kcal_mol=202.9 orbital_gap_ha="0.26130 / 0.26121" largest_force_ev_per_a=5.6 spin_multiplicity=1 lumo_energy_ev="-1.293 / -1.296"
C 1.05311 -1.11443 -0.32642 0.5613 0.0308 1.3635
C 1.23619 0.26303 -0.59290 -4.4700 1.4352 -0.1873
C 2.28302 -1.45651 0.12273 -0.7081 -1.0229 -1.3441
C 2.43700 0.75892 -0.24283 0.0765 -1.7204 -0.9760
C -1.42023 -1.15907 0.10655 0.3181 1.6373 -1.5231
C -1.73729 0.11407 -0.10260 -0.0346 1.4593 1.1012
C -0.22392 -1.91262 -0.32604 0.6667 -0.7737 4.3624
C -0.89604 1.20471 -0.67505 4.3074 -3.1618 -1.7489
C -3.11676 0.54100 0.33837 0.9503 3.7402 0.7094
N -0.30420 2.19750 0.14774 -0.0643 1.2504 0.8608
O -0.59793 2.26677 1.34339 0.2461 -0.1940 -1.2431
O 0.49374 2.96150 -0.41760 -0.3566 0.2321 0.5831
O 3.14977 -0.39743 0.02587 1.0181 0.1661 1.0588
O 2.73521 -2.73960 0.35412 -0.4927 1.7614 -0.9677
O 3.09921 1.91209 -0.27192 -0.2182 -0.7222 0.4157
H -2.26964 -1.60025 0.53659 -0.4875 -1.6410 0.5694
H -0.32185 -2.29339 -1.26690 -0.7112 -1.4015 -2.5535
H -0.22392 -2.80689 0.46235 0.7687 1.6143 -1.9227
H -0.66674 1.33151 -1.78269 -0.8094 0.2767 1.6821
H -3.46452 1.19188 -0.49595 -0.6769 -0.6512 0.7035
H -3.25580 1.15143 1.32976 1.0266 -0.6571 -1.8409
H -3.66452 -0.29466 0.57179 -1.7709 -1.9641 -0.2404
H 3.23874 -2.67456 1.14386 0.9745 -0.3543 1.2880
H 2.43735 2.55498 0.01776 -0.1143 0.6606 -0.1501



No. 5
20
Properties=species:S:1:pos:R:3:forces:R:3 method="wB97M-V/def2-TZVPD" mol_weight_g_mol=163.2 relative_energy_kcal_mol=55.1 orbital_gap_ha=0.31288 largest_force_ev_per_a=3.6 spin_multiplicity=1 lumo_energy_ev=0.483
C 1.04766 -2.17548 0.00513 -0.6810 -1.3736 0.0825
C 2.37991 -1.89191 0.08995 -0.7195 0.4203 -0.3239
C 0.09581 -1.16107 -0.02150 2.1994 -0.5008 -0.2477
C 2.82274 -0.58398 0.04563 1.3281 -0.0449 0.6147
C 0.51389 0.13842 -0.02353 2.2549 1.5053 0.8496
C 1.90790 0.48148 0.10102 0.1649 -1.5059 -1.2874
C -2.75332 0.30978 0.31485 -0.5067 -1.1412 0.4263
C -2.79185 1.79394 -0.07668 -1.1605 -0.5990 -1.9418
C -1.58704 1.06341 0.00696 3.4762 0.8009 -0.1927
N -0.33214 1.23987 -0.15808 -2.0018 -0.2063 0.0668
S 2.57183 2.10709 -0.05338 -1.0280 0.3172 -0.2643
H 0.91750 -3.27517 -0.10044 -1.0430 1.0207 0.2064
H 2.95111 -2.78639 0.06800 1.3229 -0.0698 0.0149
H -0.91096 -1.26880 -0.16796 -2.2681 -0.9619 -0.2403
H 3.93950 -0.51028 -0.02999 -1.2169 0.7464 0.1951
H -2.92263 0.06711 1.34980 -0.0677 0.1090 0.3523
H -3.12525 -0.46156 -0.32345 -0.1326 -0.2651 -0.5830
H -3.09247 1.95382 -1.14610 -0.1660 0.4973 1.4246
H -3.06980 2.34676 0.77153 -0.4913 1.4607 0.3457
H 1.43759 2.61295 -0.65175 0.7370 -0.2090 0.5024



No. 6
20
Properties=species:S:1:pos:R:3:forces:R:3 method="wB97M-V/def2-TZVPD" mol_weight_g_mol=163.2 relative_energy_kcal_mol=86.0 orbital_gap_ha="0.27059 / 0.23561" largest_force_ev_per_a=4.5 spin_multiplicity=1 lumo_energy_ev="-0.818 / -0.886"
C -0.59451 2.47971 -1.15050 -1.8575 3.0485 -2.7332
C 0.17358 -2.99082 -0.35561 0.2506 0.7032 -0.6003
C -0.40030 -1.91318 0.24882 -2.8256 2.3179 2.0211
C 1.41156 -2.68035 -0.83832 -1.0782 0.1494 1.5151
C 0.36680 -0.74111 0.45689 0.8996 -3.8359 -1.7928
C 1.02262 1.67053 0.58595 -1.0956 0.3348 1.3355
C 0.57288 1.83316 -0.84915 1.3146 -2.3794 1.0954
C 0.00047 0.52233 0.81198 1.0204 3.9656 -1.3122
C -1.39944 0.99562 0.88388 -0.5774 0.0221 2.0954
N -1.41258 3.18178 -1.64638 1.4383 -1.8091 1.4951
S 1.96149 -1.17598 -0.27592 -0.2336 0.7518 0.2685
H -0.42214 -3.85133 -0.49914 0.0094 -1.0235 -0.4147
H -1.48994 -1.93420 0.53071 1.2650 0.0921 -0.1329
H 1.96149 -3.40478 -1.31349 1.8144 -1.0472 -1.1504
H 2.03907 1.24787 0.72918 -0.4814 0.9476 -0.1680
H 0.74565 2.60419 1.23622 0.9334 -1.8347 -1.1296
H 0.89606 0.99435 -1.50103 -0.2732 1.0171 0.1597
H -2.03838 0.45250 0.24997 -0.7947 -0.2838 -1.5583
H -1.62528 2.09420 0.87851 0.6276 -1.2061 -0.1334
H -1.76910 0.61553 1.81744 -0.3562 0.0697 1.1401



No. 7
19
Properties=species:S:1:pos:R:3:forces:R:3 method="wB97M-V/def2-TZVPD" mol_weight_g_mol=133.2 total_charge=+1 relative_energy_kcal_mol=102.3 orbital_gap_ha="0.32923 / 0.32817" largest_force_ev_per_a=1.5 spin_multiplicity=1 lumo_energy_ev="-5.087 / -3.152"
C 1.25949 -0.37327 1.72063 -0.5194 -0.1172 -0.3216
C 0.49499 -1.38635 1.24709 0.0845 0.5143 0.1894
C 1.60660 1.49114 -0.02334 -0.4267 -0.1446 -0.1176
C 0.86735 1.60160 -1.11549 -0.1525 -0.2353 0.4310
C -0.94061 -1.18040 -0.94099 -0.1510 0.5401 -0.1067
C -1.01142 -0.04857 -1.68397 0.0839 -0.2953 0.5944
C 0.80884 0.93100 1.12959 1.1329 0.5559 0.7366
C -0.46520 -0.87359 0.34872 -0.0627 -0.9875 -0.0201
C -0.54528 1.12350 -0.87382 -0.1910 0.8360 -1.2814
O -0.46046 0.56806 0.48212 -0.1175 -0.1093 0.1041
H 2.09593 -0.43848 2.38752 0.1634 -0.0353 0.1745
H 0.60946 -2.43090 1.46714 0.0339 -0.1851 -0.0388
H 2.63857 1.76348 0.08687 0.2318 0.0546 0.0345
H 1.17029 1.97507 -2.07519 0.0941 0.0903 -0.1810
H -1.16823 -2.17639 -1.27005 0.0266 -0.1869 -0.0460
H -1.30160 0.03782 -2.71140 -0.0976 0.0376 -0.2382
H 0.60951 1.69525 1.88973 -0.2066 -0.1363 -0.1352
H -3.01929 -2.27209 1.32681 0.0055 0.0077 0.0209
H -1.26080 1.95571 -0.86625 0.0683 -0.2037 0.2012



No. 8
23
Properties=species:S:1:pos:R:3:forces:R:3 method="wB97M-V/def2-TZVPD" mol_weight_g_mol=212.1 relative_energy_kcal_mol=41.2 orbital_gap_ha="0.23984 / 0.28877" largest_force_ev_per_a=3.9 spin_multiplicity=1 lumo_energy_ev="-1.505 / -0.538"
C 0.63093 1.21418 0.08759 1.4926 -2.5917 0.7683
C 1.62801 -1.41563 0.51693 -0.2370 -3.0604 -0.8035
C -0.22415 0.13363 0.45190 0.0127 0.1555 -0.3925
C 0.24526 -1.16444 0.66552 1.4530 -0.2394 -0.1281
C 1.98549 0.85443 -0.03183 -0.7760 3.1234 0.0736
C 2.48935 -0.45379 0.14694 -0.5554 3.0768 -0.2498
C -2.46911 -0.85649 0.48689 1.9250 -0.2330 -0.3430
C -1.63057 0.13992 0.52153 -0.9276 1.2971 0.3400
C -1.81940 -2.18071 0.15289 1.8459 3.3172 1.0564
O -0.61181 -2.19633 0.94161 1.1864 0.0833 -0.4459
O 2.95875 1.89093 -0.28006 -1.1272 -1.2184 0.1270
O 3.79572 -0.59889 -0.07452 0.3966 -1.0601 0.1388
O -1.59796 -2.32633 -1.15522 1.5376 0.0001 -2.6724
P -1.95106 3.55841 -0.77208 -1.9247 -1.3371 0.2200
H 0.25529 2.22350 0.07852 0.1024 0.1191 -0.2731
H 2.08386 -2.43186 0.32810 -1.0362 0.7852 1.0232
H -3.45809 -0.83558 0.72486 -2.7164 0.2476 0.4706
H -2.27589 -2.98597 0.54559 -2.1492 -2.7778 0.8763
H 2.49506 2.74426 -0.36890 0.2776 -0.6647 0.0608
H 4.10240 0.29807 -0.19292 0.7591 0.4834 -0.2492
H -0.91074 -1.67531 -1.49020 -1.3558 -0.8959 0.7038
H -2.37373 2.09339 -0.86362 0.4855 1.7607 0.0112
H -3.34762 3.97061 -0.41954 1.3311 -0.3709 -0.3126



No. 9
19
Properties=species:S:1:pos:R:3:forces:R:3 method="wB97M-V/def2-TZVPD" mol_weight_g_mol=148.1 relative_energy_kcal_mol=71.6 orbital_gap_ha="0.28095 / 0.28434" largest_force_ev_per_a=3.1 spin_multiplicity=1 lumo_energy_ev="-0.420 / -0.844"
C 2.98754 0.09328 0.06430 0.0013 2.8514 -0.5363
C 2.71905 -1.18985 -0.34201 -2.1541 0.1814 -0.4032
C 1.92513 1.05085 0.20595 0.2481 -2.0158 0.5968
C 1.34435 -1.59181 -0.53758 1.5125 -0.3409 1.2355
C 0.61638 0.55927 0.25954 -0.7710 2.3876 -0.1837
C 0.39128 -0.69103 -0.16039 -1.5666 -2.5045 -0.2930
C -2.70357 0.05441 -0.20511 0.6104 0.0892 0.7357
C -2.64687 1.13178 -0.96261 -0.5114 -1.9554 1.2928
C -2.49732 -0.33032 1.23158 0.6653 1.3977 -1.4609
P -2.30621 -1.64058 -0.10195 1.9119 0.5157 0.5937
H 4.01081 0.55361 0.13678 -0.9470 -1.0278 -0.1473
H 3.50135 -1.83564 -0.63364 0.7329 -0.7964 0.0431
H 2.10638 2.10112 0.31798 0.2505 0.2758 0.3525
H 1.10169 -2.64581 -0.68079 0.1234 0.3842 -0.4983
H -0.26586 1.20948 0.50477 0.9652 -0.3349 -0.3144
H -2.57640 1.02719 -1.96721 0.2314 -0.2808 -3.0710
H -2.75264 2.07964 -0.60931 -0.2083 2.5741 1.2227
H -1.62863 0.21567 1.62056 -0.0045 -0.7470 0.1106
H -3.32645 -0.15123 1.85913 -1.0899 -0.6537 0.7245



No. 10
18
Properties=species:S:1:pos:R:3:forces:R:3 method="wB97M-V/def2-TZVPD" mol_weight_g_mol=245.1 total_charge=-1 relative_energy_kcal_mol=23.6 orbital_gap_ha=0.29610 largest_force_ev_per_a=5.2 spin_multiplicity=1 lumo_energy_ev=2.575
F 0.92026 1.12067 1.96126 -0.6511 0.5004 -0.2367
C 0.06591 0.44830 1.18443 0.9670 -2.2929 0.5788
C -1.12067 0.04655 1.65337 -0.5973 -0.0496 0.2106
F -1.64784 0.48199 2.83106 0.4763 -0.1264 -0.6305
C -1.99472 -0.93243 0.93551 -1.9588 0.8850 -0.2483
O -3.17836 -1.13654 1.25610 2.4969 0.0502 -0.2993
C -1.41440 -1.51502 -0.30100 -0.1306 -0.3699 -0.0265
F -2.17884 -2.43224 -0.93334 0.1780 0.3308 0.1317
C -0.20843 -1.17768 -0.74358 1.2792 -0.8240 1.3865
F 0.39142 -1.76291 -1.78810 -0.7911 -0.1365 -0.2692
C 0.84165 -0.29479 -0.00144 -1.4309 -1.7906 3.0189
O 2.01904 -0.81803 0.35011 -1.5084 -0.7120 0.3903
C 1.19120 0.67209 -0.98971 3.3267 1.1740 -1.4357
C 2.26134 1.48782 -0.39934 3.9392 2.9035 -0.9172
N 3.14636 2.26666 -0.29947 -2.9188 -2.4447 0.1233
C 0.15361 1.50116 -1.37376 -4.2833 2.4048 -1.7278
N -0.84876 2.05108 -1.58183 1.5105 -0.5265 0.1384
H 1.60125 -0.00668 -1.76027 0.0967 1.0244 -0.1874